Version P
{"formula": "C21H22N2O3", "method": "ωB97M-V/def2-TZVPD", "smiles": "C=C(C)COc1ccc(-c2n[nH]c(C)c2-c2ccc(OC)cc2)c(O)c1", "spin_multiplicity": 1, "homo_energy_ev": -7.7552, "charge": 0, "e_lumo_ev": 0.6, "elements": ["C", "C", "C", "C", "O", "C", "C", "C", "C", "C", "N", "N", "C", "C", "C", "C", "C", "C", "C", "O", "C", "C", "C", "C", "O", "C", "H", "H", "H", "H", "H", "H", "H", "H", "H", "H", "H", "H", "H", "H", "H", "H", "H", "H", "H", "H", "H", "H"], "xyz": [[5.822, -3.521, 0.442], [4.560, -3.832, 0.732], [4.117, -5.319, 1.000], [3.684, -2.928, 1.115], [2.467, -3.419, 0.035], [1.326, -2.546, 0.125], [0.305, -3.053, -0.821], [-0.981, -2.376, -0.703], [-0.975, -1.071, -0.111], [-2.310, -0.460, -0.006], [-3.672, -1.132, -0.143], [-4.495, -0.247, -0.071], [-3.949, 1.002, -0.369], [-4.883, 2.251, -0.191], [-2.603, 0.794, -0.044], [-1.691, 1.912, -0.281], [-0.468, 1.729, -0.937], [0.364, 2.631, -1.481], [0.248, 4.043, -0.628], [1.102, 4.971, -0.714], [2.417, 4.860, -1.539], [-0.688, 4.329, 0.150], [-1.914, 3.129, 0.275], [-0.079, -0.928, 0.789], [-0.097, 0.250, 1.744], [1.011, -1.647, 0.965], [6.689, -4.138, 0.263], [6.117, -2.341, 0.173], [4.003, -5.431, 2.052], [3.548, -5.542, 0.270], [5.218, -6.022, 0.866], [3.216, -3.020, 1.886], [3.815, -1.794, 0.657], [0.507, -3.938, -1.160], [-1.602, -2.535, -1.349], [-5.414, -0.610, 0.043], [-4.332, 2.996, -0.909], [-5.747, 1.819, -0.959], [-5.230, 2.716, 0.651], [-0.349, 0.836, -1.803], [1.174, 2.486, -1.815], [2.113, 4.708, -2.456], [3.028, 5.886, -1.338], [3.061, 4.085, -1.024], [-0.931, 5.212, 0.729], [-2.555, 3.358, 1.040], [-0.906, 0.782, 1.585], [1.899, -1.236, 1.549]], "nbo_charge": [-0.329, -0.060, -0.568, -0.042, -0.576, 0.350, -0.235, -0.086, -0.187, 0.078, -0.217, -0.248, 0.079, -0.650, -0.108, -0.184, -0.143, -0.193, 0.294, -0.515, -0.240, -0.302, -0.100, 0.356, -0.719, -0.372, 0.207, 0.182, 0.224, 0.216, 0.172, 0.170, 0.206, 0.201, 0.173, 0.413, 0.238, 0.209, 0.215, 0.216, 0.157, 0.176, 0.211, 0.196, 0.226, 0.194, 0.482, 0.232]}



Version Q
{"formula": "C21H22N2O3", "method": "ωB97M-V/def2-TZVPD", "smiles": "COCC(=O)N(Cc1cc2ccc(C)cc2[nH]c1=O)c1ccccc1C", "spin_multiplicity": 1, "homo_energy_ev": -8.0395, "charge": 0, "e_lumo_ev": 0.5, "elements": ["C", "O", "C", "C", "O", "N", "C", "C", "C", "C", "C", "C", "C", "C", "C", "C", "N", "C", "O", "C", "C", "C", "C", "C", "C", "C", "H", "H", "H", "H", "H", "H", "H", "H", "H", "H", "H", "H", "H", "H", "H", "H", "H", "H", "H", "H", "H", "H"], "xyz": [[2.995, 1.430, 2.120], [3.288, 0.052, 2.072], [2.158, -0.764, 2.193], [1.223, -0.687, 0.979], [1.543, -0.143, -0.060], [0.011, -1.246, 1.184], [-1.037, -1.213, 0.167], [-0.862, -0.107, -0.829], [-0.830, -0.332, -2.162], [-0.661, 0.728, -3.100], [-0.616, 0.533, -4.486], [-0.423, 1.594, -5.336], [-0.264, 2.894, -4.840], [-0.049, 4.030, -5.791], [-0.306, 3.101, -3.476], [-0.505, 2.033, -2.600], [-0.567, 2.226, -1.248], [-0.757, 1.251, -0.301], [-0.838, 1.558, 0.878], [-0.269, -2.087, 2.300], [0.195, -3.398, 2.263], [-0.071, -4.267, 3.303], [-0.810, -3.824, 4.388], [-1.272, -2.523, 4.422], [-1.015, -1.630, 3.386], [-1.529, -0.227, 3.467], [3.949, 1.946, 2.035], [2.341, 1.731, 1.298], [2.516, 1.693, 3.072], [2.534, -1.787, 2.289], [1.586, -0.511, 3.099], [-1.986, -1.069, 0.699], [-1.073, -2.179, -0.354], [-0.909, -1.341, -2.545], [-0.732, -0.467, -4.877], [-0.389, 1.433, -6.403], [0.879, 3.887, -6.343], [0.004, 4.979, -5.264], [-0.861, 4.077, -6.516], [-0.185, 4.097, -3.073], [-0.443, 3.166, -0.889], [0.768, -3.725, 1.407], [0.294, -5.282, 3.268], [-1.025, -4.495, 5.206], [-1.846, -2.180, 5.271], [-1.230, 0.224, 4.412], [-1.162, 0.390, 2.652], [-2.619, -0.227, 3.438]], "nbo_charge": [-0.255, -0.518, -0.161, 0.676, -0.625, -0.479, -0.223, -0.077, -0.116, -0.159, -0.138, -0.250, 0.029, -0.631, -0.271, 0.279, -0.575, 0.655, -0.654, 0.205, -0.228, -0.222, -0.199, -0.196, -0.034, -0.669, 0.191, 0.190, 0.159, 0.214, 0.184, 0.221, 0.199, 0.210, 0.211, 0.211, 0.223, 0.214, 0.222, 0.204, 0.412, 0.217, 0.216, 0.215, 0.211, 0.221, 0.271, 0.222]}



What is the stability order? It is version Q, version P, from most stable to least stable.



Version P
{"formula": "C2H3O2P", "method": "ωB97M-V/def2-TZVPD", "smiles": "O=CPC=O", "spin_multiplicity": 1, "homo_energy_ev": -9.6163, "charge": 0, "e_lumo_ev": -0.2, "elements": ["O", "C", "P", "C", "O", "H", "H", "H"], "xyz": [[-1.074, -0.869, -1.549], [-0.102, -0.173, -1.336], [1.134, -0.672, 0.071], [0.070, 0.638, 1.201], [-0.594, 0.231, 2.115], [0.158, 0.849, -1.786], [0.353, -1.634, 0.495], [0.054, 1.630, 0.789]], "nbo_charge": [-0.494, 0.199, 0.290, 0.260, -0.487, 0.129, -0.022, 0.126]}



Version Q
{"formula": "C2H3O2P", "method": "ωB97M-V/def2-TZVPD", "smiles": "C#P=O.C=O", "spin_multiplicity": 1, "homo_energy_ev": -9.1368, "charge": 0, "e_lumo_ev": -1.2, "elements": ["C", "P", "O", "H", "C", "O", "H", "H"], "xyz": [[2.057, -0.629, -1.610], [1.126, 0.307, -0.655], [1.455, 1.439, 0.205], [1.708, -1.329, -2.216], [-1.531, 0.043, 1.016], [-1.277, 0.211, -0.145], [-1.000, 0.231, 1.979], [-2.539, -0.272, 1.426]], "nbo_charge": [-0.773, 1.535, -1.007, 0.177, 0.321, -0.502, 0.139, 0.109]}



What is the stability order? It is version P, version Q, from most stable to least stable.